Entry 1:
11
Properties=species:S:1:pos:R:3:forces:R:3 method="wB97M-V/def2-TZVPD" smiles="NNC(=S)NO" e_above_lowest_kcal_mol=35.2 e_homo_ev=-8.40 orbital_gap_ha=0.3294 charge=0
N 0.9003 1.2140 0.8269 -1.4 -0.1 -0.5
N 0.4994 0.8528 -0.4598 0.1 -0.1 -0.1
C -0.2650 -0.2371 -0.6682 -0.5 -0.7 -0.3
S -0.8669 -0.7125 -2.1904 0.4 0.3 0.8
N -0.4922 -0.9172 0.4417 0.1 -0.1 1.7
O -1.2584 -2.0748 0.4715 0.3 0.3 0.7
H 0.5209 2.1292 1.0060 0.3 0.2 0.4
H 1.8829 1.1510 0.8888 1.2 0.3 0.3
H 0.7088 1.4150 -1.2474 0.2 0.5 -0.6
H -0.1786 -0.5502 1.3877 -0.7 -0.9 -1.9
H -1.4513 -2.2701 -0.4568 0.0 0.2 -0.6

---

Entry 2:
21
Properties=species:S:1:pos:R:3:forces:R:3 method="wB97M-V/def2-TZVPD" e_above_lowest_kcal_mol=0.0 e_homo_ev="-13.51 / -13.51" orbital_gap_ha="0.2927 / 0.2928" charge=+1
C -3.0026 0.1970 0.0007 0.0 0.0 0.0
C -2.8075 1.5676 -0.0843 0.1 0.0 0.0
C -1.9235 -0.6777 0.0944 0.3 0.1 0.0
C -1.5227 2.0966 -0.0709 0.2 -0.2 0.1
C -0.6312 -0.1701 0.0894 -0.3 0.6 0.0
C -0.4420 1.2306 0.0286 -1.2 -0.3 -0.1
C 0.6196 -0.9428 0.0910 0.5 -0.8 -0.1
C 0.9190 1.6870 0.0487 2.5 -2.8 0.0
C 1.7264 -0.0981 0.0583 -1.9 3.4 0.0
N 3.0077 -0.3165 -0.0360 1.2 -0.7 -0.1
N 0.6436 -2.2583 0.0854 -0.2 0.2 0.0
O 1.5646 2.6517 0.0599 -0.4 0.2 0.0
O 3.3953 -1.6624 -0.0933 -0.6 -0.3 0.0
O 3.8882 0.4934 -0.0811 0.1 0.2 0.0
H -4.0071 -0.2017 -0.0246 0.0 0.0 0.1
H -3.6525 2.2328 -0.1629 -0.1 0.0 0.0
H -2.1110 -1.7375 0.1598 0.0 -0.1 0.0
H -1.3478 3.1590 -0.1475 0.0 0.1 0.0
H 1.5273 -2.7526 0.0494 -0.1 0.1 0.0
H 4.3695 -1.7064 -0.1639 -0.2 0.5 0.0
H -0.2133 -2.7917 0.0989 0.1 0.0 0.0

---

Entry 3:
79
Properties=species:S:1:pos:R:3:forces:R:3 method="wB97M-V/def2-TZVPD" e_above_lowest_kcal_mol=1.1 e_homo_ev=-13.04 orbital_gap_ha=0.2838 charge=+2
Ba -0.5757 -0.2537 0.4380 -0.2 0.2 0.3
N 2.8778 3.3424 1.3955 0.0 0.0 0.0
C 2.2007 2.2877 0.9448 0.0 0.0 0.0
N 0.9125 2.2171 0.7912 -0.1 -0.1 0.0
C 0.1485 3.3482 1.0921 0.1 0.2 0.1
N -1.1233 3.4302 0.8908 0.1 -0.1 -0.1
N -1.6971 2.2992 0.3314 -0.1 0.1 -0.1
C -2.7864 2.5532 -0.2803 0.1 -0.1 0.0
C -3.5608 1.5034 -0.9615 0.0 0.1 0.0
C -4.7918 1.8393 -1.5069 0.0 -0.1 0.0
C -5.5245 0.8634 -2.1683 0.0 0.1 0.0
C -4.9919 -0.4079 -2.2722 0.0 0.0 0.0
C -3.7506 -0.6516 -1.7004 0.0 0.0 0.0
N -3.0412 0.2661 -1.0489 0.0 0.0 0.0
C 0.8264 4.5245 1.6542 -0.1 0.0 0.0
C 0.1328 5.6759 2.0426 0.0 0.0 0.0
C 0.8173 6.7610 2.5430 0.0 0.0 0.0
C 2.2084 6.7216 2.6645 0.0 0.0 0.0
C 2.9133 5.5983 2.2883 -0.1 0.0 0.0
C 2.2097 4.5069 1.7879 0.1 0.0 0.0
H 3.8829 3.2978 1.4581 0.0 0.0 0.0
H 2.8049 1.4226 0.6861 0.0 0.0 0.0
H -3.1572 3.5756 -0.3292 0.0 0.0 0.0
H -5.1655 2.8498 -1.4141 0.0 0.0 0.0
H -6.4887 1.0968 -2.5991 0.0 0.0 0.0
H -5.5164 -1.1987 -2.7893 0.0 0.0 0.0
H -3.3014 -1.6356 -1.7837 0.0 0.0 0.0
H -0.9418 5.6948 1.9337 0.0 0.0 0.0
H 0.2775 7.6492 2.8398 0.0 0.0 0.0
H 2.7409 7.5776 3.0559 0.0 0.0 0.0
H 3.9916 5.5623 2.3796 0.0 0.0 0.0
N -0.3070 -0.2285 3.3830 0.0 0.0 0.0
C -1.2936 -1.1167 4.0321 0.0 0.0 0.0
C -2.6811 -0.9116 3.4512 0.0 0.0 0.0
N -2.7889 -1.2817 2.0294 0.0 -0.1 0.0
C -2.9983 -2.7225 1.7882 0.0 0.0 0.0
C -1.7544 -3.4865 1.3592 0.1 0.0 0.0
N -1.2868 -3.0488 0.0274 0.0 0.0 0.0
H 0.6155 -0.4189 3.7619 0.0 0.0 0.0
H -0.5084 0.7314 3.6546 0.0 0.0 0.0
H -1.3462 -0.9499 5.1113 0.0 0.0 0.0
H -0.9698 -2.1490 3.8916 0.0 0.0 0.0
H -2.9473 0.1453 3.5396 0.0 0.0 0.0
H -3.4006 -1.4722 4.0587 0.0 0.0 0.0
H -3.5897 -0.7886 1.6528 0.0 0.0 0.0
H -3.7513 -2.8325 1.0026 0.0 0.0 0.0
H -3.4131 -3.2032 2.6807 0.0 0.0 0.0
H -1.9805 -4.5563 1.3775 0.0 0.0 0.0
H -0.9398 -3.3305 2.0708 0.0 0.0 0.0
H -2.0106 -3.2579 -0.6549 0.0 0.0 0.0
H -0.4934 -3.6172 -0.2574 0.0 0.0 0.0
C 4.2672 -1.2415 0.2080 0.0 0.0 0.0
As 2.4281 -1.8834 0.0604 0.1 -0.1 -0.1
C 2.5913 -3.5024 1.1415 0.0 0.0 0.0
C 2.4985 -2.6182 -1.7531 0.0 0.0 0.0
C 3.2562 -3.7649 -1.9896 0.0 0.0 0.0
C 3.3701 -4.2923 -3.2653 0.0 0.0 0.0
C 2.7304 -3.6696 -4.3272 0.0 0.0 0.0
C 1.9810 -2.5263 -4.1050 0.0 0.0 0.0
C 1.8508 -1.9891 -2.8248 0.0 0.0 0.0
As 0.8008 -0.3575 -2.5673 0.1 -0.1 -0.3
C 1.9933 0.9490 -3.3872 0.0 0.0 0.0
C -0.5160 -0.5214 -3.9994 0.0 0.0 0.0
H 4.9587 -2.0376 -0.0640 0.0 0.0 0.0
H 4.4693 -0.9238 1.2306 0.0 0.0 0.0
H 4.4172 -0.4031 -0.4717 0.0 0.0 0.0
H 3.5357 -4.0124 0.9623 0.0 0.0 0.0
H 1.7738 -4.1872 0.9176 0.0 0.0 0.0
H 2.5419 -3.2269 2.1944 0.0 0.0 0.0
H 3.7714 -4.2591 -1.1756 0.0 0.0 0.0
H 3.9606 -5.1837 -3.4298 0.0 0.0 0.0
H 2.8181 -4.0715 -5.3278 0.0 0.0 0.0
H 1.4952 -2.0512 -4.9478 0.0 0.0 0.0
H 2.2963 0.6073 -4.3757 0.0 0.0 0.0
H 2.8787 1.0768 -2.7662 0.0 0.0 0.0
H 1.4787 1.9051 -3.4728 0.0 0.0 0.0
H -0.0522 -0.5109 -4.9838 0.0 0.0 0.0
H -1.2033 0.3211 -3.9278 0.0 0.0 0.0
H -1.0776 -1.4469 -3.8770 0.0 0.0 0.0